Record 1
This record from OMol25 describes C13H29BrFNO2Sb as an isolated structure. The level of theory is the ωB97M-V functional and the def2-TZVPD basis.

Its HOMO energy is -4.5 eV. Its lowest unoccupied orbital energy is 0.111 hartree. As for the net charge: -1.

```
48
Properties=species:S:1:pos:R:3:forces:R:3
C 1.335365 0.898917 3.025681 0.4 1.2 0.3
C 1.146408 2.094735 1.966160 0.2 0.9 0.1
C 2.278157 2.039373 0.812572 0.4 0.0 1.0
C -0.349314 2.298528 1.426134 0.9 1.4 0.4
Sb -1.218966 0.601362 0.294909 0.4 1.5 2.8
Br -2.618943 -1.296613 -0.814227 -0.5 -0.7 -0.5
C -2.196429 -0.022189 2.195618 -0.9 -1.2 0.2
N -1.807220 -1.422159 2.547918 -0.4 0.5 0.2
C -2.917657 1.986589 -0.251563 -1.6 0.8 0.1
C -3.334311 2.971164 0.919532 0.7 4.5 -1.8
O -3.171439 4.210401 0.748423 -0.8 -4.9 1.4
F -3.925469 2.592654 2.160145 1.1 -0.1 -2.4
O -0.200122 1.107428 -1.357268 -0.4 -1.1 -0.8
C -0.083242 0.229225 -2.465180 1.5 0.8 -2.2
C 1.050955 -0.940886 -2.382926 -0.6 -0.4 -0.2
C 2.255268 -0.615826 -1.384716 0.7 -0.6 -1.0
C 0.426031 -2.432294 -2.199918 1.6 -0.6 -0.3
C 1.279188 -3.428658 -3.179973 -1.8 0.0 0.0
C 0.589527 -3.038468 -0.728020 -0.5 -1.2 -0.3
H 0.887597 1.264408 4.017010 0.4 -0.8 -1.3
H 2.474293 0.817584 3.213584 -1.8 -0.2 -0.3
H 0.880549 -0.094546 2.715096 0.7 1.3 0.3
H 1.383666 3.059199 2.566534 -0.3 -1.5 -0.8
H 1.883560 2.197904 -0.241690 0.4 -0.5 1.4
H 2.828989 1.040354 0.954680 -0.8 1.4 -0.7
H 3.059908 2.858679 1.037887 -1.2 -1.2 -0.4
H -0.398431 3.247651 0.764348 0.3 -1.4 1.0
H -0.981737 2.569379 2.358587 0.7 -0.6 -1.5
H 0.100070 -0.502663 0.726633 -0.4 0.1 -0.4
H -3.330647 -0.018479 1.983612 1.7 0.2 0.7
H -1.894362 0.648255 3.066004 -0.6 -0.7 -1.3
H -0.790995 -1.569017 2.505167 -0.7 0.0 -0.3
H -2.315863 -2.120923 1.993330 0.6 0.6 0.1
H -2.604915 2.657836 -1.136634 -0.4 -0.9 1.7
H -3.833342 1.401581 -0.607446 1.3 0.5 0.8
H 0.341633 0.910414 -3.314622 -0.6 -0.9 1.3
H -1.063349 -0.141973 -2.948725 1.3 0.2 1.3
H 1.546865 -0.998340 -3.430822 -0.9 0.4 1.5
H 3.096117 -1.375345 -1.634346 -1.2 1.1 0.4
H 2.713968 0.412210 -1.632714 -1.0 -1.5 0.6
H 2.027514 -0.757872 -0.281116 0.1 0.6 -1.5
H -0.645604 -2.495593 -2.618529 1.6 0.3 1.1
H 0.871169 -3.247400 -4.246627 1.1 -0.2 1.5
H 2.403719 -3.279481 -3.095323 -1.5 -0.3 -0.2
H 0.942663 -4.506476 -2.925498 0.9 1.6 -0.4
H -0.076186 -2.572180 0.068432 1.1 -0.4 -1.1
H 0.260362 -4.147897 -0.798053 0.4 1.7 0.2
H 1.695002 -3.090553 -0.392057 -1.8 0.4 -0.6
```
Positions in Å, forces in eV/Å.

Results of the Mulliken charge analysis, in e, for atoms 1 through 8: -1.375 0.546 -0.981 -1.385 1.453 -0.606 -0.852 -0.615



Record 2
This record from OMol25 describes a 8-piece molecular cluster, C13H29Cl10N3O6 overall. The level of theory is the ωB97M-V functional and the def2-TZVPD basis.

Its structure (SMILES) is C[N+](=O)[O-].C[N+](=O)[O-].C[N+](=O)[O-].ClCCCl.ClCCCl.ClCCCl.ClCCCl.ClCCCl. Its HOMO energy is -10.7 eV. Its lowest unoccupied orbital energy is -0.019 hartree. As for the net charge: 0.

```
61
Properties=species:S:1:pos:R:3:forces:R:3
Cl -4.292600 3.118554 1.213172 0.0 -0.2 -0.1
C -4.505861 1.846981 2.433269 -0.2 0.0 1.0
C -3.180808 1.208215 2.807132 0.2 0.4 0.0
Cl -3.431003 0.048081 4.142912 0.0 -0.2 -0.1
H -5.259657 1.120443 2.139668 0.2 -0.1 -0.5
H -4.919804 2.321453 3.322867 0.1 0.1 -0.1
H -2.480234 1.939464 3.204450 -0.2 0.2 -0.1
H -2.674558 0.742042 1.968122 -0.3 -0.3 0.0
Cl 0.213286 1.426647 -3.271424 0.4 0.4 -0.3
C -1.306389 0.551889 -3.246921 -0.4 -0.5 1.3
C -2.405185 1.429627 -2.665828 -0.1 0.9 -0.9
Cl -3.893995 0.497909 -2.442758 -0.3 -0.4 0.0
H -1.130516 -0.310387 -2.602252 -0.1 -0.1 -0.1
H -1.575917 0.204924 -4.239867 0.1 0.1 -0.1
H -2.615481 2.206300 -3.405565 -0.2 -0.1 0.0
H -2.250768 1.975452 -1.740081 0.6 -0.5 0.2
Cl 2.043485 -0.605107 -0.282617 0.7 0.3 0.1
C 0.575872 -1.247206 0.478173 -0.3 0.3 -0.4
C -0.042770 -0.198236 1.384531 0.4 -0.6 0.0
Cl -0.521858 1.237931 0.451254 -0.1 0.2 0.0
H 0.849872 -2.158577 1.002664 -0.1 0.1 0.2
H -0.050986 -1.493248 -0.377343 -0.1 0.0 0.5
H 0.677084 0.099452 2.143020 -0.1 0.1 -0.2
H -0.922085 -0.608684 1.879108 -0.1 0.0 -0.1
Cl 4.624344 2.983710 2.248071 0.2 -0.1 -0.1
C 3.032695 2.232062 2.543257 0.1 0.2 0.7
C 2.240230 3.146849 3.483668 0.0 -0.5 -1.1
Cl 2.935281 3.040092 5.126131 -0.2 0.4 -0.2
H 3.203687 1.286178 3.052557 0.0 -0.1 -0.3
H 2.587677 2.094911 1.561852 -0.3 0.0 0.1
H 1.193269 2.849091 3.527425 0.0 -0.2 0.1
H 2.265142 4.138244 3.034595 0.2 0.3 0.7
Cl 0.207510 -2.730118 -5.417148 -0.4 -0.1 0.0
C 1.723664 -2.904793 -4.543396 1.3 0.3 0.6
C 1.559135 -2.718517 -3.043448 -0.4 -0.6 0.1
Cl 3.008925 -3.286804 -2.146814 0.1 0.2 -0.4
H 2.402179 -2.151690 -4.942987 0.0 0.0 0.0
H 2.207902 -3.866504 -4.703563 -0.4 -0.1 -0.3
H 0.779122 -3.380187 -2.676536 -0.2 0.3 -0.1
H 1.360241 -1.691385 -2.751030 0.0 0.0 0.0
C 3.433363 0.423406 -3.445830 0.7 0.1 0.1
N 3.956116 1.566604 -4.242034 0.6 0.0 -0.2
O 5.128824 1.519778 -4.566470 -0.1 0.1 0.1
O 3.183999 2.439519 -4.566433 -0.2 0.1 0.1
H 3.046607 0.800137 -2.504487 -0.5 0.1 -0.2
H 4.286965 -0.204487 -3.216127 -0.1 -0.2 -0.2
H 2.708038 -0.036525 -4.108773 -0.2 -0.1 0.4
C 0.231783 0.416183 5.947186 0.8 0.1 -0.3
N 0.635117 -0.712119 5.032588 -0.9 0.7 1.3
O 0.207609 -1.788455 5.366937 0.1 -0.6 -0.3
O 1.337714 -0.471321 4.086509 0.6 0.0 -0.6
H 0.885854 0.316367 6.810951 -0.3 -0.1 0.2
H -0.814285 0.276235 6.178180 -0.1 0.1 0.1
H 0.485228 1.366043 5.484883 -0.2 -0.1 -0.2
C -3.511043 -3.085943 -1.951274 0.1 0.7 0.2
N -2.348769 -2.743225 -1.086951 0.2 0.7 1.1
O -1.236057 -2.691018 -1.584935 -0.5 -0.5 -0.4
O -2.570486 -2.429081 0.072431 0.0 -0.4 -0.5
H -3.317123 -2.460727 -2.820037 -0.3 -0.6 -0.4
H -4.397245 -2.738092 -1.433680 0.0 0.0 0.1
H -3.562336 -4.158337 -2.100955 0.3 0.0 -0.3
```
Positions in Å, forces in eV/Å.

Results of the Mulliken charge analysis, in e, for atoms 1 through 8: -0.192 -0.490 0.081 -0.216 0.339 0.340 0.268 -0.157



Record 3
This record from OMol25 describes C13H29ClIN2OP2PtSe as an isolated structure. The level of theory is the ωB97M-V functional and the def2-TZVPD basis.

Its HOMO energy (spin up / spin down) is -17.5 / -17.4 eV. As for the multiplicity: 5. Its lowest unoccupied orbital energy (spin up / spin down) is -0.389 / -0.476 hartree. As for the net charge: +3.

```
51
Properties=species:S:1:pos:R:3:forces:R:3
C -0.001208 0.736731 -4.972276 0.0 0.4 -0.8
C -0.006896 0.816442 -3.474783 0.1 -2.4 -2.5
H -0.010609 1.764075 -5.387235 0.0 -0.3 0.6
H -0.855496 0.214960 -5.401451 -0.2 -0.2 0.5
H 0.877319 0.242429 -5.385560 0.1 -0.2 0.5
O -0.000542 1.711412 -2.774772 0.0 3.5 2.4
I 0.288258 -2.480723 -3.775619 -0.2 0.8 1.3
Pt -0.007467 -0.538360 -1.811423 0.2 -2.4 -0.8
P 2.169957 -0.242391 -0.724921 0.2 1.3 -0.9
C 2.304718 1.067850 0.550183 -0.1 -0.5 0.0
C 3.100619 -1.678857 -0.246641 0.3 -0.7 0.6
H 4.179371 -1.441782 -0.319781 -0.5 -0.1 0.1
H 4.053073 0.828463 -1.831254 0.0 0.0 0.0
H 2.870114 -2.516492 -0.916943 0.1 0.1 0.2
H 3.124235 -0.250960 -2.910311 0.1 0.0 -0.3
H 1.723858 0.796097 1.433933 0.0 0.2 0.0
H 2.862853 -1.967712 0.791552 0.2 0.0 -0.5
C 3.056755 0.489451 -2.122918 -0.2 0.0 0.4
H 3.353431 1.216895 0.842515 -0.2 -0.1 -0.2
H 2.436297 1.338275 -2.412384 0.4 0.1 -0.3
H 1.929967 2.002364 0.133406 -0.1 0.0 0.0
P -2.180344 -0.273196 -0.747991 0.3 1.0 -0.9
C -2.244076 1.176941 0.330547 0.2 -0.3 0.5
C -3.030164 0.260262 -2.226473 -0.4 0.2 0.0
H -3.003799 -2.521642 -0.700393 -0.1 0.5 0.3
H -4.212170 -1.325872 -0.081110 0.7 -0.1 0.0
H -2.823285 -1.848415 0.956795 -0.3 0.0 -0.7
C -3.133579 -1.612434 -0.083377 -0.5 -0.9 0.7
H -3.092185 -0.570943 -2.927707 -0.1 0.1 -0.1
H -4.039366 0.613955 -1.968960 0.2 0.0 -0.2
H -3.265593 1.322526 0.690427 0.0 0.0 0.0
H -1.946735 2.063078 -0.226911 0.1 0.0 -0.1
H -2.428108 1.080046 -2.630635 -0.5 0.0 -0.2
H -1.574130 1.041346 1.189076 -0.2 0.1 -0.2
Cl -0.312809 -3.069878 -0.241980 0.6 -0.3 -0.6
C 2.687008 -1.090060 3.571185 0.4 0.2 -0.1
N 1.443131 -0.430355 3.968833 0.6 -0.4 0.1
C 1.294722 0.358368 5.090806 -1.7 -0.3 -1.2
C -0.037148 0.682221 5.149184 0.5 -1.3 -1.5
N -0.652914 0.034129 4.068879 1.5 0.4 0.5
C -2.057861 0.060156 3.805454 -1.4 0.1 -0.4
C 0.277218 -0.628480 3.333512 0.0 0.9 1.9
Se 0.018039 -1.529851 1.683977 -0.6 0.3 0.2
H 3.278675 -1.234065 4.480732 0.0 -0.2 -0.4
H 3.256515 -0.479076 2.847766 -0.3 -0.2 0.4
H 2.433660 -2.051367 3.109544 0.2 0.1 0.3
H 2.099517 0.594194 5.728620 0.7 0.3 0.5
H -0.598888 1.287441 5.812853 -0.3 0.3 0.6
H -2.621282 -0.217124 4.713502 0.2 0.1 -0.5
H -2.366069 1.067975 3.478261 0.1 -0.4 0.2
H -2.264485 -0.670144 3.001465 -0.1 0.4 0.5
```
Positions in Å, forces in eV/Å.

Results of the Mulliken charge analysis, in e, for atoms 1 through 8: -1.543 0.528 0.424 0.385 0.400 -0.130 0.038 0.667



Record 4
This record from OMol25 describes C13H29EuN3O2P2 as an isolated structure. The level of theory is the ωB97M-V functional and the def2-TZVPD basis.

Its HOMO energy (spin up / spin down) is -13.5 / -13.5 eV. As for the multiplicity: 8. Its lowest unoccupied orbital energy (spin up / spin down) is -0.264 / -0.349 hartree. As for the net charge: +2.

```
50
Properties=species:S:1:pos:R:3:forces:R:3
Eu -0.387444 0.030742 0.024775 1.6 1.6 -0.9
P -2.671840 -1.344843 0.648725 -1.1 2.3 0.4
P -0.684482 2.770529 0.046042 -0.7 -1.0 0.5
N 0.167572 -2.024699 -1.089282 -0.5 0.2 1.7
N 1.456420 0.591758 -1.322913 -1.4 -1.8 0.9
H 2.058235 -2.792359 -1.760494 -0.2 0.2 0.1
H 3.202266 -0.573867 -1.835911 -0.3 -0.1 0.1
H 2.099710 -1.986396 -0.211114 -0.4 -0.1 0.2
C 1.639081 -1.935608 -1.205940 0.4 -0.4 -0.5
H 1.856267 -0.728960 -2.949276 0.0 0.2 0.0
C 2.101801 -0.619870 -1.886485 0.2 1.0 -0.5
H -0.199144 -4.008033 -0.553512 -0.3 0.4 0.2
H 2.607924 2.267329 -1.832477 -0.4 -0.1 0.3
C -0.581919 -2.968748 -0.534003 0.9 -0.4 -0.5
C 1.690436 1.884729 -1.343641 -0.4 1.0 0.2
C -1.846625 -2.792447 0.131382 0.2 -2.4 -0.6
C 0.848547 2.918417 -0.774843 1.6 0.2 -0.9
H -2.325387 -3.750126 0.386838 0.5 0.3 0.1
H 1.275391 3.926666 -0.879708 -0.2 -0.6 0.1
H -1.949914 3.190597 -0.553254 1.2 0.4 0.7
H -0.672594 3.010285 1.495286 -0.2 0.6 -1.4
H -3.748286 -0.874260 -0.195356 0.4 -0.8 0.8
H -2.898296 -1.123230 2.075866 -0.5 -1.1 -1.3
H -0.008790 0.969130 -3.275095 0.0 0.0 -0.1
C -1.033106 0.625083 -3.436061 0.4 0.1 0.1
C -1.964109 1.807531 -3.466348 -0.5 0.0 0.4
C -1.094740 -0.278144 -4.636089 -0.2 -0.3 -0.1
O -1.383021 -0.158828 -2.243850 0.2 -0.7 0.6
H -1.793294 2.412360 -4.351165 0.0 0.0 -0.1
H -3.009024 1.463652 -3.468912 0.2 0.1 -0.1
H -1.818859 2.454827 -2.589116 0.0 -0.2 -0.3
H -0.393966 -1.114029 -4.532041 -0.1 0.0 0.0
H -2.105023 -0.681306 -4.736480 0.0 0.0 -0.1
H -0.837450 0.246389 -5.554521 0.0 0.1 0.0
H -0.911511 -1.034381 -2.239538 -0.5 1.0 -0.7
C 1.006140 0.142517 5.370005 0.0 0.1 0.4
N 1.321998 -0.158599 3.979560 -1.0 0.4 -0.3
C 2.578949 -0.758966 3.600207 0.8 -0.4 -0.4
C 0.489150 0.074946 2.987822 1.5 -0.6 0.5
C -0.845089 0.691779 3.258600 -0.7 0.3 0.0
O 0.935975 -0.274393 1.840658 -1.6 0.4 -0.4
H 1.884802 -0.172925 5.959860 -0.7 0.3 -0.1
H 0.099468 -0.403410 5.682962 0.5 0.1 0.0
H 0.809901 1.221210 5.491938 0.3 -0.4 0.1
H 2.404974 -1.712650 3.071699 0.1 0.3 0.5
H 3.108237 -0.112894 2.878292 -0.1 -0.2 0.5
H 3.158605 -0.905078 4.504709 0.2 -0.1 -0.1
H -0.740293 1.673761 3.749927 0.0 -0.4 -0.2
H -1.447511 0.856328 2.344629 0.4 0.0 0.4
H -1.450131 0.058482 3.927643 0.3 0.2 -0.1
```
Positions in Å, forces in eV/Å.

Results of the Mulliken charge analysis, in e, for atoms 1 through 8: 0.207 -0.160 -0.185 -0.236 -0.015 0.550 0.546 0.296



Q: What is the net charge in the third record?
A: +3



Q: The lowest net charge belongs to which entry?
A: C13H29BrFNO2Sb



Q: What is the formula in the first record?
A: C13H29BrFNO2Sb



Q: Which of these has the lowest net charge?
A: C13H29BrFNO2Sb